## a
6
Properties=species:S:1:pos:R:3:mulliken_charge:R:1 method="wB97M-V/def2-TZVPD" gap_ev="10.40 / 8.40" lumo_ev="-0.31 / -0.54" homo_ev="-10.71 / -8.94"
C 0.483 0.341 -0.388 0.05
N -0.550 1.236 -0.123 -0.42
N -0.774 -0.023 0.034 0.69
O -1.631 -0.809 0.260 -0.58
H 0.959 0.188 -1.342 0.24
H 1.512 -0.933 1.558 0.02

## b
6
Properties=species:S:1:pos:R:3:mulliken_charge:R:1 method="wB97M-V/def2-TZVPD" gap_ev="8.81 / 8.86" lumo_ev="-0.88 / -0.85" homo_ev="-9.69 / -9.71"
C -0.007 -0.315 -0.318 -0.37
N -2.607 -0.533 0.738 -0.32
N -3.057 0.170 -0.004 0.84
O -3.469 0.926 -0.732 -0.52
H 0.468 -1.369 -0.298 0.20
H -0.727 -0.228 -1.183 0.17

Relative energies, unit kJ/mol: a 218.6; b 0.0